73
Properties=species:S:1:pos:R:3:lowdin_spin:R:1 method="wB97M-V/def2-TZVPD" total_charge=-1 e_homo_ev="-0.1 / -6.5" energy_ev=-87021.6665 s2=6.0057 spin_multiplicity=5
Co -0.41 1.42 0.02 2.8112
B -0.35 -0.59 0.83 0.0752
H -0.16 -1.59 1.20 0.0099
H -1.39 -0.30 0.88 0.0074
H 0.26 0.00 1.49 0.0153
H 0.05 -0.55 -0.17 0.0109
Cl -0.46 1.28 -2.45 0.0562
C -2.38 2.24 2.20 0.1143
C -3.18 2.33 0.83 0.0330
O -2.67 1.56 -0.23 0.0281
O -0.99 2.17 2.05 0.2915
H -2.54 1.20 2.49 0.0127
H -2.45 2.85 3.10 0.0784
H -3.09 3.32 0.39 0.0021
H -4.21 2.03 0.97 0.0071
H -3.46 1.27 -0.69 0.0074
H -0.72 2.18 2.97 0.1381
C -1.48 -2.35 -2.79 0.0006
C -0.89 -2.51 -4.24 0.0003
O -1.93 -2.30 -5.24 0.0002
O -2.12 -3.53 -2.46 0.0001
H -2.17 -1.55 -2.53 0.0004
H -0.61 -2.17 -2.16 0.0004
H -0.42 -3.49 -4.33 0.0000
H -0.06 -1.81 -4.33 0.0003
H -1.81 -1.45 -5.66 0.0000
H -2.60 -3.35 -1.65 0.0000
C 2.71 -3.50 0.29 0.0008
C 3.39 -2.79 1.44 0.0019
O 2.89 -1.44 1.53 0.0190
O 1.29 -3.67 0.27 0.0010
H 3.29 -4.42 0.26 0.0001
H 2.88 -2.85 -0.56 0.0004
H 4.45 -2.59 1.25 0.0004
H 3.28 -3.26 2.41 0.0004
H 1.94 -1.44 1.68 0.0013
H 0.91 -2.79 0.24 0.0008
C 5.36 3.76 -0.30 0.0041
O 4.13 3.17 -0.76 0.0016
C 3.88 1.78 -0.36 0.0044
C 2.39 1.50 -0.55 0.0040
N 1.63 1.89 0.55 0.0440
C 1.63 3.31 0.81 0.0514
C 0.88 4.28 -0.13 0.0118
O -0.35 3.73 -0.36 0.0356
C -1.18 4.65 -1.06 0.0121
H 5.61 4.74 -0.71 0.0003
H 6.25 3.13 -0.32 0.0001
H 5.43 4.11 0.73 0.0028
H 4.27 1.43 0.60 0.0023
H 4.29 1.08 -1.08 0.0007
H 2.33 0.42 -0.66 0.0011
H 2.03 1.80 -1.54 0.0003
H 1.96 1.43 1.38 0.0149
H 2.63 3.73 0.95 0.0059
H 1.26 3.47 1.82 0.0446
H 1.55 4.27 -1.00 0.0002
H 0.86 5.28 0.30 0.0103
H -2.20 4.29 -1.21 0.0010
H -0.69 4.81 -2.02 0.0004
H -1.23 5.68 -0.71 0.0045
C -2.73 -3.24 2.50 0.0059
C -2.78 -3.84 1.01 0.0003
C -3.95 -4.77 0.85 0.0002
O -3.00 -2.73 0.21 0.0022
H -2.87 -4.07 3.18 0.0002
H -3.44 -2.44 2.71 0.0029
H -1.70 -2.90 2.60 0.0017
H -1.87 -4.34 0.67 0.0001
H -3.94 -5.65 1.49 0.0000
H -3.99 -5.08 -0.20 0.0000
H -4.86 -4.18 0.90 0.0001
H -2.41 -1.99 0.38 0.0005

=====

85
Properties=species:S:1:pos:R:3:lowdin_charge:R:1 method="wB97M-V/def2-TZVPD" e_homo_ev=-7.4 energy_ev=-101508.7538 e_above_lowest_kcal_mol=0.00
K -0.17 0.57 -0.79 0.6658
S 0.32 2.29 1.80 0.4963
C 1.87 2.00 1.12 -1.1680
N 2.14 1.24 0.09 -0.0914
C 3.50 1.21 -0.18 -0.3429
C 4.10 0.49 -1.22 -0.0382
C 5.47 0.53 -1.37 -0.0949
C 6.26 1.30 -0.51 -0.0997
C 5.69 2.03 0.51 -0.0946
C 4.31 1.98 0.68 -0.4858
S 3.29 2.75 1.86 0.9956
H 3.47 -0.11 -1.88 0.1062
H 5.94 -0.04 -2.17 0.0993
H 7.34 1.32 -0.65 0.0997
H 6.30 2.62 1.18 0.1058
N -1.52 -1.77 1.59 0.0239
N -0.65 -0.98 2.34 -0.0957
C 0.47 -1.48 2.91 -0.9362
N 1.29 -0.55 3.43 0.0991
S 0.82 -3.12 2.95 0.5710
H -1.96 -2.41 2.24 0.0730
H -0.96 -2.35 0.98 0.0251
H -0.67 0.00 2.13 0.0266
H 1.13 0.43 3.26 0.0192
H 2.16 -0.86 3.81 0.0882
N 5.18 -3.79 0.40 0.1700
C 4.15 -3.60 -0.07 -0.1736
C 2.86 -3.38 -0.65 -0.1999
C 2.42 -4.15 -1.73 -0.0049
C 1.17 -3.89 -2.26 -0.0435
C 0.41 -2.87 -1.71 -0.1229
N 0.82 -2.13 -0.68 0.0340
C 2.02 -2.38 -0.16 -0.1194
H 3.05 -4.94 -2.12 0.1243
H 0.79 -4.47 -3.09 0.1069
H -0.57 -2.64 -2.11 0.1158
H 2.33 -1.77 0.69 0.1058
C 0.81 3.28 -6.60 0.0139
N 0.50 2.07 -5.87 -0.0609
N -0.02 2.11 -4.58 0.0464
C -0.45 0.85 -4.21 -0.4230
O -0.81 0.62 -3.05 -0.1631
C -0.27 0.04 -5.37 0.0641
C 0.29 0.82 -6.35 -0.2666
C 0.65 0.48 -7.75 -0.0093
C 0.30 3.13 -3.64 -0.2171
C 1.61 3.26 -3.17 -0.0012
C 1.89 4.15 -2.16 -0.0589
C 0.86 4.91 -1.60 -0.0602
C -0.44 4.78 -2.07 -0.0656
C -0.72 3.88 -3.09 -0.0117
H 0.38 4.13 -6.08 0.0957
H 0.38 3.23 -7.60 0.0899
H 1.89 3.43 -6.68 0.0966
H -0.50 -1.01 -5.44 0.1139
H 0.50 -0.59 -7.92 0.0858
H 1.69 0.72 -7.96 0.0917
H 0.03 1.02 -8.46 0.0872
H 2.39 2.63 -3.59 0.1250
H 2.90 4.24 -1.78 0.1137
H 1.08 5.59 -0.79 0.1130
H -1.24 5.36 -1.63 0.1122
H -1.74 3.74 -3.44 0.1266
C -3.97 0.17 -0.20 -0.1745
N -2.92 1.11 0.21 -0.1203
C -3.32 1.73 1.48 -0.1814
N -4.60 2.44 1.35 -0.0859
C -5.61 1.48 0.92 -0.1743
N -5.27 0.84 -0.36 -0.0870
C -5.11 1.90 -1.36 -0.1741
N -4.09 2.88 -0.99 -0.0808
C -2.82 2.16 -0.81 -0.2287
C -4.46 3.46 0.31 -0.1712
H -4.06 -0.61 0.56 0.1153
H -3.69 -0.29 -1.15 0.1279
H -2.54 2.44 1.78 0.0882
H -3.41 0.96 2.24 0.1275
H -6.57 1.99 0.81 0.1223
H -5.72 0.70 1.68 0.1246
H -6.07 2.42 -1.48 0.1222
H -4.84 1.45 -2.32 0.1247
H -2.04 2.86 -0.51 0.1046
H -2.54 1.69 -1.76 0.0943
H -5.41 3.99 0.20 0.1226
H -3.69 4.17 0.61 0.1260

=====

35
Properties=species:S:1:pos:R:3:nbo_charge:R:1 method="wB97M-V/def2-TZVPD" e_homo_ev=-9.0 energy_ev=-23876.7098 e_above_lowest_kcal_mol=117.17 smiles="CC[C@H](C)[C@H](N)C(=O)N[C@@H](CC(=O)O)C(=O)O"
C -1.12 -0.33 1.14 -0.1725
C -0.18 -1.18 0.24 0.7164
C -2.25 0.35 0.37 -0.1748
C -1.90 1.60 -0.48 -0.6219
C -3.18 -0.75 -0.36 -0.4147
C -3.24 -1.03 -1.92 -0.6403
C 1.72 0.49 0.48 -0.1501
C 2.42 1.35 -0.69 0.7996
C 3.09 -0.24 0.94 -0.5753
C 3.53 -1.18 -0.01 0.7900
H -0.91 1.41 2.18 0.3666
H -0.53 0.14 3.06 0.3726
H -1.60 -1.11 1.66 0.1995
H -2.98 0.70 1.23 0.1909
H -2.79 1.87 -1.05 0.2163
H -1.29 1.24 -1.19 0.2172
H -1.42 2.39 0.22 0.2044
H -4.21 -0.32 -0.23 0.2083
H -2.98 -1.66 0.23 0.2202
H -4.18 -1.65 -2.18 0.2197
H -2.47 -1.72 -2.50 0.2178
H -3.22 -0.08 -2.52 0.2068
H 1.46 -0.87 -1.00 0.4318
H 1.01 0.95 1.19 0.2900
H 3.84 0.37 1.31 0.2286
H 2.80 -0.89 1.69 0.2501
H 5.31 -1.11 0.57 0.4659
H 2.44 3.08 -1.30 0.4837
N -0.50 0.47 2.18 -0.8347
N 0.83 -0.31 -0.38 -0.7067
O -0.24 -2.37 0.22 -0.5443
O 2.88 0.79 -1.60 -0.5736
O 2.90 -1.81 -0.78 -0.5611
O 4.84 -1.28 -0.25 -0.6590
O 2.12 2.65 -0.48 -0.6677

=====

67
Properties=species:S:1:pos:R:3:nbo_charge:R:1 method="wB97M-V/def2-TZVPD" e_homo_ev="-6.8 / -6.8" energy_ev=-56488.2101 e_above_lowest_kcal_mol=4.52
Rh -0.50 0.37 0.02 0.5693
C -1.56 0.01 -2.97 -0.2502
O -0.42 0.20 -2.13 -0.4936
C 0.78 -0.32 -2.55 0.2788
C 1.03 -0.59 -3.89 -0.2710
C 2.27 -1.10 -4.27 -0.1958
C 3.25 -1.33 -3.32 -0.2244
C 3.00 -1.06 -1.99 -0.2137
C 1.76 -0.56 -1.59 0.1292
N 1.42 -0.31 -0.23 -0.2893
N 2.35 -0.48 0.61 -0.1683
C 2.13 -0.27 1.94 -0.0169
C 0.93 0.19 2.56 0.3845
O -0.20 0.46 2.02 -0.6437
C 0.95 0.35 4.00 -0.2467
C 2.02 0.04 4.75 -0.1379
C 3.24 -0.44 4.16 -0.1013
C 4.34 -0.77 4.96 -0.1653
C 5.51 -1.22 4.39 -0.2392
C 5.58 -1.35 3.00 -0.2046
C 4.51 -1.03 2.20 -0.2122
C 3.30 -0.57 2.76 -0.0206
H -1.51 0.67 -3.84 0.1858
H -2.43 0.26 -2.37 0.2201
H -1.61 -1.03 -3.29 0.1986
H 0.28 -0.41 -4.64 0.2232
H 2.46 -1.30 -5.32 0.2176
H 4.22 -1.72 -3.62 0.2178
H 3.75 -1.24 -1.23 0.2331
H 0.03 0.70 4.44 0.2294
H 1.98 0.15 5.83 0.2137
H 4.26 -0.65 6.03 0.2084
H 6.36 -1.48 5.01 0.2132
H 6.50 -1.69 2.54 0.2104
H 4.59 -1.12 1.13 0.2218
C 3.61 -5.18 2.70 -0.6069
C 2.40 -5.06 1.79 -0.4070
C 1.88 -3.63 1.79 -0.2240
N 0.71 -3.48 0.92 -0.5842
C -0.40 -2.77 1.12 0.3264
S -1.34 -2.20 -0.15 -0.2278
N -0.79 -2.47 2.41 -0.6853
C -0.71 -3.19 3.60 0.6696
O -0.85 -2.62 4.65 -0.5575
C -0.54 -4.67 3.52 -0.1032
C -1.14 -5.43 2.53 -0.1936
C -1.01 -6.81 2.53 -0.2184
C -0.26 -7.43 3.53 -0.1954
C 0.34 -6.67 4.53 -0.2191
C 0.19 -5.29 4.53 -0.1846
H 4.01 -6.20 2.69 0.2142
H 3.35 -4.94 3.73 0.2076
H 4.41 -4.50 2.40 0.2105
H 1.61 -5.73 2.12 0.2156
H 2.66 -5.35 0.77 0.1952
H 2.65 -2.94 1.45 0.2172
H 1.62 -3.32 2.80 0.2115
H 0.87 -3.68 -0.06 0.4154
H -1.23 -1.55 2.50 0.4556
H -1.73 -4.95 1.75 0.2285
H -1.48 -7.40 1.77 0.2203
H -0.15 -8.51 3.53 0.2180
H 0.92 -7.15 5.31 0.2201
H 0.62 -4.68 5.32 0.2346
C -1.98 1.46 0.06 -0.3911
H -2.56 1.80 0.92 0.1506
H -2.33 1.93 -0.86 0.1272

=====

48
Properties=species:S:1:pos:R:3:nbo_charge:R:1 method="wB97M-V/def2-TZVPD" total_charge=+1 e_homo_ev=-12.6 energy_ev=-50346.6996
N 15.71 26.24 0.96 -0.8000
H 15.37 25.73 0.27 0.4197
H 16.66 26.34 0.69 0.4631
H 15.71 25.74 1.76 0.4567
H 15.00 27.00 0.99 0.4532
C 15.31 18.74 1.56 -0.6592
C 14.87 19.97 2.43 0.0807
C 15.96 20.77 3.11 -0.1280
O 15.78 22.10 2.75 -0.5040
C 14.73 22.22 1.92 0.9900
O 14.47 23.21 1.34 -0.6369
O 14.15 21.09 1.82 -0.4750
H 14.41 18.24 1.13 0.2390
H 15.75 17.89 2.20 0.2582
H 15.78 19.22 0.64 0.2321
H 14.21 19.48 3.25 0.1928
H 16.98 20.77 2.80 0.2198
H 15.72 20.50 4.20 0.1946
C 17.08 30.72 4.50 -0.3282
C 17.46 31.24 3.12 -0.4039
C 17.31 30.02 2.15 -0.7026
S 17.61 28.55 3.22 2.1888
O 18.91 28.03 2.80 -0.9122
O 16.51 27.61 3.30 -1.0183
C 17.74 29.33 4.71 -0.7112
H 16.26 30.55 4.48 0.1525
H 17.61 31.25 5.28 0.2355
H 18.53 31.56 3.12 0.2165
H 16.92 32.19 2.77 0.2401
H 17.95 30.28 1.26 0.2752
H 16.29 30.09 1.68 0.2339
H 18.85 29.41 4.70 0.2770
H 17.13 28.92 5.44 0.2666
C 17.27 23.15 6.04 -0.3897
C 16.37 24.39 6.26 -0.3823
C 16.28 25.14 4.86 -0.7246
S 17.86 24.88 4.26 2.2057
O 18.71 25.97 4.77 -0.9603
O 17.88 24.67 2.80 -0.9841
C 18.35 23.48 5.04 -0.7321
H 16.69 22.30 5.77 0.2114
H 17.70 22.99 7.08 0.2346
H 16.80 25.05 6.88 0.2148
H 15.42 24.12 6.64 0.2273
H 16.08 26.26 4.84 0.3010
H 15.62 24.64 4.08 0.2343
H 19.28 23.55 5.47 0.2815
H 18.17 22.81 4.26 0.2559

=====

113
Properties=species:S:1:pos:R:3:lowdin_charge:R:1 method="wB97M-V/def2-TZVPD" total_charge=+1 e_homo_ev=-10.6 energy_ev=-101387.2546
C -3.46 -3.82 4.58 -0.0390
C -3.88 -3.11 3.32 -0.2104
O -2.77 -2.91 2.38 -0.1424
N -2.79 -1.58 1.83 -0.0732
C -1.51 -1.17 1.62 -0.3310
N -0.66 -1.19 2.62 0.1489
C -0.97 -1.59 3.97 -0.1006
C -1.74 -0.54 4.72 -0.7927
O -2.47 -0.80 5.58 0.1278
Cl -1.39 1.09 4.23 0.8373
N -1.07 -0.65 0.40 -0.0749
C 0.09 -1.40 -0.16 -0.1143
C 1.47 -0.75 0.01 -0.1681
C 2.58 -1.82 -0.04 -0.2044
S 3.55 -1.80 -1.52 0.5749
O 4.77 -2.45 -1.21 -0.2463
O 3.60 -0.46 -2.03 -0.2702
O 2.76 -2.73 -2.51 -0.1395
C -0.87 0.80 0.47 -0.1543
C -2.13 1.62 0.72 -0.0848
C -1.85 3.09 0.57 -0.4791
O -2.37 3.88 1.29 0.1466
N -0.96 3.48 -0.45 0.0994
C 0.42 3.60 -0.01 -0.2408
C 0.78 3.67 1.33 -0.0301
C 2.13 3.71 1.68 -0.0602
C 3.12 3.70 0.68 -0.0704
C 2.75 3.67 -0.67 -0.0598
C 1.40 3.62 -1.02 -0.0197
P -3.90 -1.46 0.34 0.9112
O -4.12 -3.02 0.09 -0.2278
O -5.19 -1.10 1.25 -0.2453
H -3.88 -4.82 4.63 0.0850
H -2.39 -3.87 4.71 0.0677
H -3.85 -3.28 5.43 0.0841
H -4.70 -3.61 2.82 0.0895
H -4.26 -2.13 3.57 0.1121
H 0.28 -0.85 2.45 0.1315
H -0.02 -1.71 4.49 0.1533
H -1.47 -2.53 4.03 0.0852
H -0.12 -1.61 -1.20 0.1304
H 0.11 -2.37 0.32 0.1226
H 1.66 -0.09 -0.82 0.1019
H 1.58 -0.22 0.94 0.0884
H 2.22 -2.82 0.14 0.1095
H 3.31 -1.61 0.74 0.0997
H 2.11 -2.18 -3.00 0.0694
H -0.21 1.02 1.31 0.1029
H -0.36 1.15 -0.41 0.1202
H -2.92 1.34 0.03 0.1132
H -2.50 1.47 1.72 0.0833
H -0.97 2.78 -1.18 0.1216
H 0.04 3.69 2.11 0.1062
H 2.39 3.74 2.72 0.1022
H 4.16 3.74 0.96 0.0889
H 3.50 3.69 -1.44 0.1042
H 1.09 3.59 -2.05 0.1119
H -4.61 -3.47 0.80 0.0610
H -5.96 -1.16 0.68 0.0728
C 3.21 0.37 3.54 -0.1215
O 1.91 0.86 3.21 -0.1620
H 3.79 0.34 2.62 0.0730
H 3.70 1.04 4.25 0.0869
H 3.16 -0.64 3.97 0.0810
H 1.39 0.91 4.03 0.0272
C 3.69 -0.35 -5.76 -0.1224
O 2.80 0.46 -4.99 -0.1330
H 3.59 -0.06 -6.80 0.0709
H 4.73 -0.20 -5.45 0.0884
H 3.43 -1.41 -5.66 0.0720
H 2.90 0.21 -4.07 0.0331
C 1.57 2.09 -7.92 -0.1652
O 2.29 2.79 -6.91 -0.1256
H 1.48 2.75 -8.77 0.0771
H 2.11 1.19 -8.23 0.0628
H 0.57 1.81 -7.58 0.0761
H 2.38 2.21 -6.15 0.0324
C -0.61 -3.22 -4.96 -0.1196
O 0.62 -3.02 -4.26 -0.1433
H -1.43 -3.02 -4.28 0.0771
H -0.66 -2.54 -5.81 0.0697
H -0.68 -4.25 -5.31 0.0873
H 1.34 -3.21 -4.88 0.0793
C -3.36 6.63 -0.55 -0.1661
O -2.48 6.28 -1.61 -0.1289
H -3.74 7.63 -0.74 0.0764
H -4.21 5.93 -0.50 0.0726
H -2.84 6.62 0.41 0.0700
H -2.13 5.40 -1.42 0.0319
C -8.13 -4.43 3.29 -0.1411
O -7.03 -3.82 3.97 -0.1372
H -7.73 -5.19 2.64 0.0772
H -8.82 -4.89 3.99 0.0811
H -8.67 -3.69 2.69 0.0768
H -7.39 -3.15 4.56 0.0791
C 1.45 1.50 7.26 -0.1423
O 0.99 2.36 6.22 -0.1564
H 2.36 1.03 6.91 0.0725
H 1.67 2.07 8.17 0.0831
H 0.71 0.73 7.50 0.0753
H 0.18 2.79 6.53 0.0714
C -0.25 -2.67 -8.98 -0.1502
O 0.97 -2.48 -8.26 -0.1408
H -1.07 -2.46 -8.29 0.0666
H -0.31 -1.99 -9.83 0.0792
H -0.33 -3.70 -9.33 0.0792
H 1.68 -2.67 -8.88 0.0724
C 7.04 1.05 2.25 -0.1513
O 6.22 1.93 1.48 -0.1386
H 6.47 0.80 3.15 0.0654
H 7.26 0.14 1.69 0.0792
H 7.97 1.54 2.55 0.0804
H 6.71 2.17 0.69 0.0762

=====

15
Properties=species:S:1:pos:R:3:nbo_charge:R:1 method="wB97M-V/def2-TZVPD" e_homo_ev=-7.5 energy_ev=-16998.0837 e_above_lowest_kcal_mol=0.00 smiles="C[C@@H]1NP=NN1C"
C 0.13 -0.65 0.27 0.1031
C -0.16 -0.78 -1.23 -0.6678
C 1.06 1.55 0.12 -0.4100
N -1.14 1.17 1.03 -0.6719
N -0.97 -1.24 1.10 -0.9386
N 0.10 0.71 0.74 -0.2714
P -2.11 0.02 1.47 1.0167
H 1.06 -1.19 0.50 0.1903
H 0.78 -0.89 -1.79 0.2143
H -0.71 0.07 -1.57 0.2238
H -0.81 -1.74 -1.50 0.2156
H 1.19 1.31 -0.94 0.1799
H 0.79 2.61 0.42 0.2324
H 1.94 1.21 0.56 0.1960
H -1.16 -2.15 0.83 0.3877